Record 1
Density functional theory data (ωB97M-V/def2-TZVPD) for a 11-piece molecular cluster, C3H29N2O11 overall.

```
45
C3H29N2O11, DFT ωB97M-V/def2-TZVPD
H 2.441 -3.857 -0.706
H -1.065 -2.680 3.783
H -2.916 -0.739 -3.990
H -0.627 -1.945 -2.519
H -1.425 -1.095 2.052
O -1.724 -2.081 3.398
H -1.685 -0.364 0.600
H 3.575 -0.268 2.796
H -0.379 4.122 1.997
H 0.427 4.019 -0.196
C 0.995 0.075 -1.075
H 1.880 -0.844 0.643
H 1.222 -1.982 -0.479
H 0.171 1.273 0.458
O -0.287 3.307 1.484
H -3.190 0.183 -0.901
O 2.715 -0.617 2.483
H 0.417 -0.920 3.900
O 0.801 -0.118 4.277
H -2.752 0.557 -3.119
O 1.557 -3.789 -0.298
H -2.148 -1.713 4.187
H -3.503 1.328 0.102
H -1.842 -1.770 -1.632
H 0.091 -0.165 -1.681
H 0.246 -1.050 0.432
O 1.398 -0.366 -4.138
N 0.257 3.679 -1.124
O -3.116 -0.331 -3.142
H -0.259 4.334 -1.692
H 1.770 -4.248 0.527
H 0.902 0.442 -4.029
C 0.928 1.428 -0.355
O -2.809 0.727 -0.188
H 1.893 1.834 0.001
H 0.377 0.585 3.771
N 1.198 -1.002 -0.122
H 2.218 -0.404 3.307
C 0.370 2.377 -1.346
O -0.879 -1.693 -1.619
H 2.192 -0.343 -4.677
H -0.141 2.519 2.009
O 0.066 2.003 -2.526
O -1.028 -0.688 1.250
H 1.670 0.283 -1.900
```

Output
**Energy above the lowest of the compared OMol25 structures with the same formula, charge and spin**: 0.0 kcal/mol
**Total charge**: +2
**LUMO energy (spin up / spin down)**: -6.50 / -11.27 eV
**Multiplicity**: 2

---

Record 2
Density functional theory data (ωB97M-V/def2-TZVPD) for C3H2AgLiO3 as an isolated structure.

```
10
C3H2AgLiO3, DFT ωB97M-V/def2-TZVPD
C -0.023 -3.184 1.634
O 1.044 -2.586 1.584
C -3.395 -3.526 1.338
O -1.174 -2.407 1.594
O -0.167 -4.433 1.675
C -2.328 -3.010 1.616
Ag 2.576 -4.581 1.560
H -4.387 -3.939 1.435
H -4.316 -2.921 -0.998
Li -1.728 -5.453 1.670
```

Output
**Energy above the lowest of the compared OMol25 structures with the same formula, charge and spin**: 52.0 kcal/mol
**Total charge**: +1
**LUMO energy (spin up / spin down)**: -5.53 / -5.53 eV
**Multiplicity**: 2

---

Record 3
Density functional theory data (ωB97M-V/def2-TZVPD) for C3H2AgMgO3 as an isolated structure.

```
10
C3H2AgMgO3, DFT ωB97M-V/def2-TZVPD
O -0.107 1.419 1.039
H 0.406 -1.939 -0.330
C 1.986 -0.732 -0.896
O -1.926 0.229 0.435
Mg -3.841 -0.870 0.194
O 3.089 -0.416 -0.869
Ag 0.397 3.603 2.550
C 0.670 -1.025 -0.871
H 0.141 -0.875 -1.816
C -0.815 0.605 0.564
```

Output
**Total charge**: +2
**LUMO energy (spin up / spin down)**: -9.40 / -9.40 eV
**Multiplicity**: 2

---

Record 4
Density functional theory data (ωB97M-V/def2-TZVPD) for C3H2BaLiO3 as an isolated structure.

```
10
C3H2BaLiO3, DFT ωB97M-V/def2-TZVPD
O -1.577 -1.842 0.099
H 0.998 2.183 0.452
C 0.581 1.446 -0.832
C -0.584 -1.514 0.774
O 0.134 -0.449 0.410
Li -1.907 -0.675 -1.380
O 1.769 1.578 -0.149
H 0.566 2.027 -1.771
C -0.272 0.346 -0.734
Ba 0.292 -3.100 3.131
```

Output
**Energy above the lowest of the compared OMol25 structures with the same formula, charge and spin**: 35.0 kcal/mol
**Total charge**: 0
**LUMO energy (spin up / spin down)**: -0.29 / -0.39 eV
**Multiplicity**: 2

---

Record 5
Density functional theory data (ωB97M-V/def2-TZVPD) for C3H2BaO3 as an isolated structure.

```
9
C3H2BaO3, DFT ωB97M-V/def2-TZVPD
O 1.031 -0.183 0.012
H -4.458 -0.928 0.930
C -3.892 0.798 -0.082
Ba 3.671 -0.134 0.042
C -0.098 -0.516 0.017
O -1.000 -1.235 0.049
C -4.223 -0.486 -0.038
H -4.404 -1.008 -0.978
O -3.059 1.634 -0.096
```

Output
**Energy above the lowest of the compared OMol25 structures with the same formula, charge and spin**: 0.0 kcal/mol
**Total charge**: +2
**LUMO energy**: -9.48 eV

---

Record 6
Density functional theory data (ωB97M-V/def2-TZVPD) for a 2-piece molecular cluster, C3H2Br2 overall.

```
7
C3H2Br2, DFT ωB97M-V/def2-TZVPD
Br 0.728 0.743 1.717
H -2.210 0.162 -0.521
C 0.020 -0.265 -0.920
H 0.075 -1.646 1.014
C -1.209 -0.114 -0.533
Br 2.591 1.693 -1.239
C 0.006 -0.573 0.481
```

Output
**Energy above the lowest of the compared OMol25 structures with the same formula, charge and spin**: 86.5 kcal/mol
**Total charge**: 0
**LUMO energy (spin up / spin down)**: -3.69 / -3.68 eV

---

Maximum force, respectively: 3.31, 1.33, 2.64, 5.77, 4.20, 3.68 eV/A.